Below is a cluster of 2 separate species, C4H3Cl3O in total at a distorted geometry, with properties calculated with ωB97M-V/def2-TZVPD.

For the orbital gap, the calculation gives 10.25 eV. As for the energy above the lowest of the compared OMol25 structures with the same formula, charge and spin: 21.9 kJ/mol. For the LUMO energy, the calculation gives 0.63 eV. The SMILES is ClC=C(Cl)Cl.C=C=O. For the HOMO energy, the calculation gives -9.6 eV.

Structure (XYZ):
```
11
C4H3Cl3O, DFT ωB97M-V/def2-TZVPD
Cl 3.0801 -0.0163 -0.0438
Cl 2.3697 0.1912 4.2005
Cl 4.7947 -0.0807 2.3416
O -0.1403 0.2041 -0.3504
C 2.2193 0.1095 2.4446
C 0.0055 -0.7855 -0.9136
C 3.2716 0.1170 1.6831
C 0.1294 -1.8965 -1.5032
H -0.7911 -2.2883 -1.8811
H 0.9688 -2.4374 -1.9432
H 1.1681 0.1441 1.9588
```

=====

Below is an isolated molecule of C4H3ClFNO3 at a distorted geometry, with properties calculated with ωB97M-V/def2-TZVPD.

For the orbital gap, the calculation gives 11.11 eV. For the LUMO energy, the calculation gives 0.24 eV. The SMILES is O=C1NC(=O)[C@@](O)(F)[C@H]1Cl. For the HOMO energy, the calculation gives -10.9 eV.

Structure (XYZ):
```
13
C4H3ClFNO3, DFT ωB97M-V/def2-TZVPD
Cl 1.6096 2.0422 -0.5703
F 1.0140 -0.1892 -1.9746
O -1.8381 -0.7155 -1.4185
O 0.6149 -1.6917 -0.4171
O -0.2273 1.5154 2.2242
N -1.2783 0.2320 0.7154
C -0.1884 0.8211 1.2607
C 0.3707 -0.3756 -0.6998
C 1.0421 0.5897 0.3029
C -1.1287 -0.2558 -0.5770
H 1.9051 0.3146 0.9471
H -2.1037 -0.0003 1.2801
H 0.2082 -2.2868 -1.0730
```

=====

Below is an isolated molecule of C4H3ClFNS at a distorted geometry, with properties calculated with ωB97M-V/def2-TZVPD.

For the orbital gap, the calculation gives 8.12 eV. As for the energy above the lowest of the compared OMol25 structures with the same formula, charge and spin: 75.6 kJ/mol. For the LUMO energy, the calculation gives -2.06 eV. The SMILES is C[C@](F)(Cl)C(=S)C#N. For the HOMO energy, the calculation gives -10.2 eV.

Structure (XYZ):
```
11
C4H3ClFNS, DFT ωB97M-V/def2-TZVPD
Cl 1.2872 -0.0526 -1.5430
S -0.1433 1.6228 1.3979
F -0.2468 -1.7327 -0.5284
N -2.9303 0.2748 -0.3671
C 0.4851 -0.6279 -0.0914
C 1.4932 -1.1900 0.9236
C -0.4748 0.3782 0.4399
C -1.8433 0.2197 0.0023
H 2.0159 -0.4169 1.4683
H 0.9819 -1.8369 1.6742
H 2.1835 -1.8255 0.4003
```

=====

Below is a cluster of 2 separate species, C4H3ClN2O4 in total at a distorted geometry, with properties calculated with ωB97M-V/def2-TZVPD.

For the orbital gap, the calculation gives 9.58 eV. As for the energy above the lowest of the compared OMol25 structures with the same formula, charge and spin: 51.0 kJ/mol. For the LUMO energy, the calculation gives -0.17 eV. The SMILES is O=C1CC(Cl)=[N+]([O-])O1.N=C=O. For the HOMO energy, the calculation gives -9.7 eV.

Structure (XYZ):
```
14
C4H3ClN2O4, DFT ωB97M-V/def2-TZVPD
Cl 1.9121 -0.5125 -1.5162
O 1.8415 -2.2891 0.7914
O -2.6281 1.4434 -0.4536
O -0.6259 1.7775 0.4353
O 1.7473 1.6150 0.7896
N -0.1817 -1.3640 1.5775
N 0.8653 1.1358 0.1802
C 0.9365 -1.7723 1.2863
C -1.4640 1.1272 -0.3510
C -0.7642 0.0539 -1.1543
C 0.6419 0.1150 -0.5921
H -1.2816 -0.8416 -1.2887
H -0.6176 0.5600 -2.2125
H -0.3815 -1.0483 2.5082
```

=====

Below is an isolated molecule of C4H3ClO2 at a distorted geometry, with properties calculated with ωB97M-V/def2-TZVPD.

For the orbital gap, the calculation gives 9.70 eV. As for the energy above the lowest of the compared OMol25 structures with the same formula, charge and spin: 484.2 kJ/mol. For the LUMO energy, the calculation gives -0.05 eV. For the HOMO energy, the calculation gives -9.7 eV.

Structure (XYZ):
```
10
C4H3ClO2, DFT ωB97M-V/def2-TZVPD
Cl -0.9343 -1.9504 0.6848
O -0.0114 -0.4822 -1.2229
O 2.2874 -1.2341 -0.3923
C 2.5312 0.0332 -0.6375
C -1.0028 0.8711 0.4540
C -0.3374 -0.3913 0.1219
C 1.0950 -0.2444 -0.4341
H -0.4129 1.7507 0.0420
H -1.9787 0.8746 -0.0828
H -1.2361 0.7729 1.4668
```

=====

Below is an isolated molecule of C4H3ClO2S at a distorted geometry, with properties calculated with ωB97M-V/def2-TZVPD.

For the orbital gap (alpha / beta), the calculation gives 7.86 / 7.86 eV. As for the energy above the lowest of the compared OMol25 structures with the same formula, charge and spin: 817.0 kJ/mol. For the LUMO energy (alpha / beta), the calculation gives -1.86 / -1.86 eV. For the HOMO energy (alpha / beta), the calculation gives -9.7 / -9.7 eV.

Structure (XYZ):
```
11
C4H3ClO2S, DFT ωB97M-V/def2-TZVPD
Cl -3.0204 -0.5916 0.3457
S 1.3156 -0.5234 -0.1575
O 1.4547 -0.0308 1.2546
O 2.5045 -0.6241 -1.0072
C -0.8869 0.9575 0.3134
C 0.4689 1.0709 -0.0946
C 0.2250 -1.8647 -0.1651
C -1.5020 -0.1986 0.0416
H -0.0720 -1.8223 -1.2453
H 1.0304 1.8550 0.1596
H -1.5178 1.7720 0.5548
```

=====

Below is an isolated molecule of C4H3ClOS2 at a distorted geometry, with properties calculated with ωB97M-V/def2-TZVPD.

For the orbital gap, the calculation gives 8.59 eV. As for the energy above the lowest of the compared OMol25 structures with the same formula, charge and spin: 126.1 kJ/mol. For the LUMO energy, the calculation gives -0.64 eV. The SMILES is O=C/C(=C/Cl)SC=S. For the HOMO energy, the calculation gives -9.2 eV.

Structure (XYZ):
```
11
C4H3ClOS2, DFT ωB97M-V/def2-TZVPD
Cl 2.7344 -1.1206 -0.7041
S -2.1456 -0.5498 -1.1470
S -0.1038 -1.3564 0.9910
O 0.2486 2.4555 -0.0064
C 1.7526 0.2093 -0.3533
C -1.5970 -1.4713 0.0642
C 0.6398 0.1278 0.3318
C -0.1648 1.4076 0.4037
H -1.2003 1.4418 0.8380
H 2.0120 1.1851 -0.8260
H -2.1758 -2.3291 0.4081
```

=====

Below is an isolated molecule of C4H3F2N at a distorted geometry, with properties calculated with ωB97M-V/def2-TZVPD.

For the orbital gap, the calculation gives 9.57 eV. As for the energy above the lowest of the compared OMol25 structures with the same formula, charge and spin: 53.0 kJ/mol. For the LUMO energy, the calculation gives 0.86 eV. The SMILES is Fc1c[nH]c(F)c1. For the HOMO energy, the calculation gives -8.7 eV.

Structure (XYZ):
```
10
C4H3F2N, DFT ωB97M-V/def2-TZVPD
F 0.9246 -2.0341 -1.0099
F 0.1664 2.1817 0.9932
N -1.1635 0.4044 0.3476
C -1.1193 -0.8809 -0.1684
C 0.0388 1.0361 0.4228
C 0.1869 -0.9839 -0.5521
C 0.9542 0.1795 -0.1441
H -2.0478 -1.3684 -0.2329
H 1.9209 0.5391 -0.4203
H -1.9112 0.5659 1.0211
```

=====

Below is an isolated molecule of C4H3F2NO at a distorted geometry, with properties calculated with ωB97M-V/def2-TZVPD.

For the orbital gap, the calculation gives 10.30 eV. As for the energy above the lowest of the compared OMol25 structures with the same formula, charge and spin: 202.6 kJ/mol. For the LUMO energy, the calculation gives -0.09 eV. The SMILES is N#C[C@H](O)/C(F)=C/F. For the HOMO energy, the calculation gives -10.4 eV.

Structure (XYZ):
```
11
C4H3F2NO, DFT ωB97M-V/def2-TZVPD
F 0.6422 -1.5962 1.1104
F 2.7440 -0.5995 -0.7854
O -0.8203 1.4942 -0.1204
N -1.9329 -1.8363 -1.0315
C 1.5833 0.0644 -0.4511
C -0.7286 0.1339 0.3911
C -1.5636 -0.7615 -0.5300
C 0.6250 -0.3938 0.4095
H -0.7529 2.2306 0.5001
H -1.1747 0.1287 1.3450
H 1.3786 1.1355 -0.8376
```

=====

Below is an isolated molecule of C4H3F3N4S at a distorted geometry, with properties calculated with ωB97M-V/def2-TZVPD.

For the orbital gap, the calculation gives 8.80 eV. As for the energy above the lowest of the compared OMol25 structures with the same formula, charge and spin: 0.0 kJ/mol. For the LUMO energy, the calculation gives -0.07 eV. The SMILES is C=Nn1c(C(F)(F)F)n[nH]c1=S. For the HOMO energy, the calculation gives -8.9 eV.

Structure (XYZ):
```
15
C4H3F3N4S, DFT ωB97M-V/def2-TZVPD
S -2.7850 1.0985 -0.1483
F 3.3357 0.2091 0.2445
F 1.8721 -1.3621 0.6715
F 2.2999 -0.8537 -1.3285
N -0.3777 0.0185 -0.1400
N 0.9633 1.9178 -0.1133
N -0.4983 -1.2931 0.1449
N -0.3338 2.2284 -0.0691
C 0.9780 0.6262 -0.1526
C -1.6286 -1.9507 0.2237
C 2.1539 -0.3379 -0.0958
C -1.2092 1.1366 -0.1410
H -1.4417 -3.0470 0.2089
H -2.6774 -1.5725 0.4556
H -0.6513 3.1818 0.2395
```

=====

Below is a cluster of 2 separate species, C4H3F5NO2 in total at a distorted geometry, with properties calculated with ωB97M-V/def2-TZVPD.

For the orbital gap, the calculation gives 6.43 eV. As for the energy above the lowest of the compared OMol25 structures with the same formula, charge and spin: 138.3 kJ/mol. For the LUMO energy, the calculation gives 3.65 eV. Its charge is -1. For the HOMO energy, the calculation gives -2.8 eV.

Structure (XYZ):
```
15
C4H3F5NO2, DFT ωB97M-V/def2-TZVPD
F 2.2803 0.3652 -1.4646
F -0.7296 -1.1626 -1.6281
F -2.8360 -0.6405 -1.3984
F -1.2855 0.8469 -1.9832
F 2.5304 -1.4672 -0.0988
O 1.7583 1.8407 0.8136
O 1.5567 -0.0704 1.9910
N -2.3307 0.2064 1.0964
C 1.8922 0.6271 0.8501
C -1.5271 -0.1861 -1.2059
C 1.9701 -0.1786 -0.2419
C -1.3771 0.3261 0.2529
H -0.4009 0.7955 0.3761
H -3.1263 -0.3515 0.7700
H 1.6251 -0.9511 1.8710
```

=====

Below is a structure of composition C4H3FO at a distorted geometry, with properties calculated with ωB97M-V/def2-TZVPD.

For the orbital gap, the calculation gives 10.87 eV. As for the energy above the lowest of the compared OMol25 structures with the same formula, charge and spin: 250.1 kJ/mol. For the LUMO energy, the calculation gives 0.63 eV. For the HOMO energy, the calculation gives -10.2 eV.

Structure (XYZ):
```
9
C4H3FO, DFT ωB97M-V/def2-TZVPD
F -3.0433 -1.1358 -0.0461
O -3.2219 1.0928 -0.1234
C -2.6198 0.1015 -0.0192
C 0.5334 0.0244 0.0741
C 1.9761 -0.0221 -0.0129
C -0.6512 0.0447 0.2460
H 2.3637 0.9723 -0.2234
H 2.2612 -0.6967 -0.8192
H 2.4019 -0.3809 0.9241
```

=====

Record order is preserved below.
E_tot: -1609.95713, -994.76523, -1167.17994, -1024.75891, -764.69451, -1162.76189, -1485.97131, -408.66550, -483.83808, -1070.95647, -858.78810, -329.19068 Eh